No. 1
Here is an isolated molecule of C2H4N2S2 from OMol25. Energies are from ωB97M-V/def2-TZVPD.

Summary:
- E_tot (eV) = -26787.30213

Atoms and positions in Å:
C1 0.77924 -0.39278 1.30648
N1 -0.46658 -0.46545 1.56648
S1 -1.82267 0.07402 0.59022
C2 -1.10540 0.31001 -1.16903
S2 0.34841 -0.83457 -1.33696
N2 1.34288 -0.25700 0.02943
H1 1.42498 -0.32691 2.12091
H2 -0.53905 1.23137 -1.00124
H3 -2.08429 0.38494 -1.87198
H4 2.12248 0.27636 -0.23433

=====

No. 2
Here is a structure of composition C21H17ClN5S3Ti from OMol25. Energies are from ωB97M-V/def2-TZVPD.

Summary:
- E_tot (eV) = -97644.02274
- total charge = +1

Atoms and positions in Å:
Ti1 -1.08276 -0.27794 -0.75916
N1 -1.89602 0.72100 3.55839
C1 -1.44235 0.46828 2.32177
S1 -2.10296 -0.89043 1.46862
N2 -0.45756 1.25000 1.90898
N3 -0.00575 0.85684 0.67881
C2 1.09682 1.37300 0.28654
C3 1.64811 0.91184 -0.98853
C4 2.90400 1.28501 -1.42112
C5 3.38574 0.75788 -2.61031
C6 2.58608 -0.11996 -3.31722
C7 1.33030 -0.43796 -2.82419
N4 0.86342 0.06512 -1.68003
H1 -2.58442 0.12472 3.98001
H2 -1.43801 1.42648 4.11053
H3 1.61687 2.09508 0.90730
H4 3.49293 1.96880 -0.82466
H5 4.36817 1.02911 -2.97273
H6 2.91226 -0.55826 -4.24962
H7 0.66503 -1.10692 -3.35270
S2 -1.57254 -2.19653 -2.24271
C8 -0.36586 -2.82539 -1.16016
N5 0.07695 -2.00265 -0.25973
C9 1.03170 -2.56876 0.57997
C10 1.66027 -1.95787 1.66037
C11 2.58066 -2.69638 2.37670
C12 2.86871 -4.02347 2.03543
C13 2.23371 -4.63937 0.97459
C14 1.30867 -3.89471 0.24842
S3 0.33476 -4.39222 -1.10900
H8 1.41424 -0.94449 1.94512
H9 3.07967 -2.24308 3.22276
H10 3.59038 -4.57948 2.61802
H11 2.44606 -5.66976 0.72338
Cl1 -3.85144 -0.04071 -1.13384
C15 -3.26805 1.46164 -0.46347
C16 -3.93985 2.05290 0.60767
C17 -3.47204 3.25026 1.08472
C18 -2.34704 3.85681 0.49853
C19 -1.70186 3.25578 -0.54877
C20 -2.15652 2.02862 -1.07876
C21 -1.44913 1.29761 -2.13533
H12 -4.80482 1.56786 1.03772
H13 -3.97894 3.73079 1.91104
H14 -1.99301 4.80697 0.87519
H15 -0.83880 3.72568 -1.00553
H16 -0.63995 1.84556 -2.60122
H17 -2.10581 0.85267 -2.88178

=====

No. 3
Here is a cluster of 5 separate species, C10H15Cl4N3O6 in total from OMol25. Energies are from ωB97M-V/def2-TZVPD.

Summary:
- E_tot (eV) = -77445.61112

Atoms and positions in Å:
C1 2.00815 4.28546 -0.96105
N1 2.14617 3.49551 0.25647
O1 2.12016 2.27301 0.09050
O2 2.30641 4.05663 1.31387
H1 1.19668 4.99971 -0.82149
H2 1.93348 3.62544 -1.82528
H3 2.96368 4.79691 -1.07713
C2 -1.73559 1.47306 -1.59236
N2 -2.82582 0.41186 -1.62696
O3 -3.64302 0.50553 -2.53151
O4 -2.85065 -0.47574 -0.81118
H4 -0.91986 1.01974 -1.02917
H5 -2.16502 2.32349 -1.06278
H6 -1.48104 1.89145 -2.56614
C3 0.98532 1.35264 1.72325
N3 -0.05546 0.95049 0.80368
O5 0.27544 0.14330 -0.04042
O6 -1.12187 1.54955 0.82288
H7 0.65154 1.01638 2.70489
H8 0.98854 2.44169 1.76867
H9 1.91894 0.83448 1.50429
Cl1 1.83879 -0.87648 4.78227
C4 0.33385 -1.36572 3.87223
Cl2 -0.83752 0.03256 3.96008
Cl3 0.73590 -1.72439 2.20152
Cl4 -0.46972 -2.79641 4.53977
C5 -0.74529 -1.90788 -0.48590
C6 0.57716 -2.29240 -0.50933
C7 0.96223 -3.45008 -1.17149
C8 -0.00336 -4.15435 -1.86154
C9 -1.31072 -3.71237 -1.95476
C10 -1.68054 -2.59571 -1.25000
H10 -1.07545 -1.00169 0.00008
H11 1.34939 -1.73744 0.00262
H12 1.95145 -3.85324 -1.01239
H13 0.40704 -5.01352 -2.37121
H14 -2.06260 -4.34541 -2.40234
H15 -2.66679 -2.17605 -1.38262

=====

No. 4
Here is an isolated molecule of C4H9N3O2 from OMol25. Energies are from ωB97M-V/def2-TZVPD.

Summary:
- E_tot (eV) = -12855.01788

Atoms and positions in Å:
H1 4.68702 -0.02541 -0.65802
N1 3.64211 -0.25223 -0.42782
C1 3.00260 0.76878 -0.14500
C2 1.39071 0.39834 0.41144
O1 0.97362 1.35390 1.10830
N2 0.44525 -0.71862 0.10299
O2 0.90791 -1.93897 -0.16174
C3 -0.89538 -0.62271 0.74964
C4 -2.03144 -0.23719 -0.30683
N3 -1.96272 1.19654 -0.71887
H2 3.22285 1.86128 -0.04250
H3 0.99097 -1.85617 -1.12372
H4 -0.96911 0.10911 1.53799
H5 -1.09165 -1.60378 1.14320
H6 -2.16421 -0.74916 -1.32901
H7 -2.92898 -0.34320 0.25197
H8 -2.26295 1.86821 -0.06774
H9 -0.99392 1.48150 -1.03749

=====

No. 5
Here is a cluster of 7 separate species, C14H40ClO10 in total from OMol25. Energies are from ωB97M-V/def2-TZVPD.

Summary:
- E_tot (eV) = -48158.80034
- total charge = -1

Atoms and positions in Å:
Cl1 -0.69470 23.95596 -8.13525
O1 -1.31140 24.58184 -7.00613
O2 -0.89341 22.53760 -7.99876
O3 -1.38017 24.46550 -9.29232
O4 0.68842 24.25433 -8.17110
C1 -2.20290 24.42246 -3.38224
C2 -2.84883 25.69057 -2.88035
C3 -2.38501 26.16043 -1.50762
O5 -2.71036 26.78567 -3.79636
H1 -2.54619 24.19145 -4.39147
H2 -2.55049 23.59924 -2.75466
H3 -1.11369 24.45199 -3.38678
H4 -3.92003 25.53230 -2.72024
H5 -2.40800 25.34996 -0.77304
H6 -2.97998 26.95763 -1.06262
H7 -1.34265 26.48411 -1.55910
H8 -2.01093 26.54683 -4.41900
C4 1.94627 24.85238 -11.51925
C5 1.22235 26.14273 -11.73666
C6 0.04240 25.92949 -12.66536
O6 0.76892 26.76965 -10.55672
H9 1.37315 24.05107 -11.05040
H10 2.88740 24.94529 -10.97164
H11 2.30555 24.41058 -12.45413
H12 1.84970 26.91286 -12.19365
H13 -0.62399 25.14256 -12.30384
H14 0.35975 25.64725 -13.67178
H15 -0.56934 26.82904 -12.74257
H16 0.21814 26.10815 -10.11796
C7 -1.16316 18.83989 -7.70488
C8 -2.63172 19.26785 -7.67518
C9 -3.54082 18.24443 -7.00923
O7 -2.80183 20.51369 -7.04256
H17 -0.78248 18.65442 -6.69933
H18 -0.52971 19.57363 -8.20385
H19 -1.09874 17.92598 -8.30065
H20 -2.93366 19.39351 -8.72152
H21 -4.57649 18.56697 -6.92118
H22 -3.17650 18.02641 -6.00106
H23 -3.46432 17.28006 -7.51524
H24 -2.12075 21.10564 -7.38652
C10 0.22773 28.76718 -4.50202
C11 -0.07635 27.72256 -5.54174
C12 1.00624 27.67615 -6.64821
O8 -0.02195 26.40788 -4.95710
H25 1.16712 28.48513 -4.02579
H26 -0.53656 28.78558 -3.72041
H27 0.17054 29.78198 -4.89460
H28 -1.04696 27.88060 -6.01891
H29 1.28214 28.66081 -7.03264
H30 0.73581 27.06222 -7.50897
H31 1.91470 27.20766 -6.26558
H32 -0.00864 25.75332 -5.66557
C13 -3.23658 27.78661 -8.53779
O9 -3.46936 26.48170 -9.06253
H33 -2.27644 28.16204 -8.90665
H34 -3.98491 28.49804 -8.88270
H35 -3.16616 27.82071 -7.44861
H36 -2.84142 25.86892 -8.66277
C14 -2.73000 21.92605 -11.75267
O10 -2.93625 21.61728 -10.37448
H37 -1.97567 22.71540 -11.77294
H38 -2.43206 21.04280 -12.31549
H39 -3.61795 22.36534 -12.21488
H40 -2.53953 22.33413 -9.87048

=====

Computed E_LUMO, in the same sequence as the records: 0.640, -4.170, -0.639, 0.758, 2.986 eV.
Computed Kohn-Sham gap, in the same sequence as the records: 9.07, 6.98, 8.09, 9.51, 10.03 eV.